Arrangement P

# C5H33NO13

A 12-piece molecular cluster, C5H33NO13 overall (ωB97M-V/def2-TZVPD, OMol25).

Output
SMILES = C[C@H](O)CCNC=O.O.O.O.O.O.O.O.O.O.O.O
E_HOMO = -9.54 eV
gap between HOMO and LUMO = 9.69 eV

```
! RIJCOSX wB97M-V def2-TZVPD def2/J DEFGRID3
* xyz 0 1
C 0.835 0.793 -1.361
N 0.415 1.645 -0.259
C -0.617 2.531 -0.437
O -1.110 3.099 0.506
C -0.325 -0.293 -1.608
C -0.653 -1.231 -0.475
C 0.567 -1.706 0.420
O -1.285 -2.359 -1.155
H 0.858 1.304 -2.310
H 1.696 0.236 -1.025
H 0.570 1.401 0.697
H -0.920 2.764 -1.462
H -0.086 -0.802 -2.647
H -1.164 0.326 -2.004
H -1.450 -0.713 0.145
H 1.398 -1.685 -0.380
H 0.463 -2.644 0.884
H 0.760 -0.979 1.267
H -1.241 -3.097 -0.523
H -0.391 1.120 2.963
H 0.565 0.410 3.683
O 0.563 0.918 2.858
H 3.247 -0.065 1.974
H 4.218 -0.011 3.127
O 3.886 -0.554 2.481
H 2.146 0.236 -4.169
H 2.574 -1.136 -3.550
O 2.181 -0.253 -3.326
H 4.705 -0.884 -0.863
H 4.205 -0.778 0.640
O 4.171 -1.277 -0.222
H -1.762 2.490 2.072
H -2.405 2.485 3.539
O -1.930 1.980 2.911
H -3.600 1.467 -2.606
H -3.885 0.192 -3.369
O -3.606 1.150 -3.468
H -3.074 1.475 0.458
H -3.680 0.290 -0.430
O -3.083 1.121 -0.461
H -1.963 -1.216 2.176
H -2.226 0.089 2.834
O -2.525 -0.828 2.791
H 1.525 -2.447 -1.991
H 2.718 -3.300 -1.582
O 2.137 -3.134 -2.307
H -4.119 -2.038 0.189
H -3.379 -1.888 -1.135
O -3.954 -1.412 -0.555
H 2.128 1.943 2.643
H 2.900 3.049 1.988
O 3.002 2.216 2.431
*
```

Atomic partial charges in e from the natural (NBO) method, atoms 1 to 2: number 1, C, carries -0.22; number 2, N, carries -0.63

---

Arrangement Q

# C5H33NO13

A 12-piece molecular cluster, C5H33NO13 overall (ωB97M-V/def2-TZVPD, OMol25).

Output
SMILES = CC[C@@H](C)NC(=O)O.O.O.O.O.O.O.O.O.O.O.O
E_HOMO = -9.86 eV
gap between HOMO and LUMO = 9.64 eV

```
! RIJCOSX wB97M-V def2-TZVPD def2/J DEFGRID3
* xyz 0 1
C 0.204 -0.808 -2.448
C 1.107 0.452 -2.227
C 2.554 -0.067 -2.077
C 3.686 0.906 -2.376
N 0.645 1.044 -0.974
C -0.542 1.673 -0.870
O -0.788 1.956 0.452
O -1.423 1.812 -1.687
H -0.871 -0.661 -2.421
H 0.591 -1.562 -1.765
H 0.359 -1.142 -3.481
H 0.890 0.988 -3.149
H 2.524 -0.925 -2.749
H 2.560 -0.388 -1.045
H 3.670 1.685 -1.613
H 3.568 1.403 -3.334
H 4.618 0.370 -2.273
H 1.039 0.781 -0.087
H -1.553 2.561 0.437
H 1.052 3.879 3.777
H 1.309 4.418 2.290
O 1.680 3.989 3.062
H 1.807 -2.944 3.826
H 0.665 -2.303 2.922
O 1.467 -2.829 2.945
H -1.932 -2.744 1.978
H -2.352 -1.498 1.084
O -1.644 -2.076 1.374
H -3.469 2.149 -0.251
H -3.566 3.472 -1.040
O -3.378 3.118 -0.169
H 2.028 0.471 2.022
H 1.857 1.904 2.527
O 1.618 0.988 2.725
H -2.755 -3.307 -0.880
H -2.739 -2.138 -1.755
O -2.611 -3.092 -1.811
H -0.713 0.640 3.597
H -0.094 0.846 4.839
O -0.985 0.943 4.479
H -2.577 -0.113 0.336
H -3.568 0.344 -0.567
O -3.362 0.442 0.389
H -3.865 1.445 -2.155
H -3.112 0.377 -2.957
O -3.960 0.572 -2.543
H 2.633 -2.057 1.605
H 2.273 -2.187 0.110
O 2.752 -1.617 0.747
H 0.308 -3.248 0.258
H 1.270 -4.215 0.862
O 1.124 -3.708 0.058
*
```

Atomic partial charges in e from the natural (NBO) method, atoms 1 to 2: number 1, C, carries -0.61; number 2, C, carries -0.04

---

Which of them is the most stable? Correct choice: arrangement Q.

---

Arrangement P

# C3H5O2S2

A 2-piece molecular cluster, C3H5O2S2 overall (ωB97M-V/def2-TZVPD, OMol25).

Output
E_HOMO (alpha / beta) = -3.06 / -3.06 eV
gap between HOMO and LUMO (alpha / beta) = 4.99 / 4.99 eV

```
! RIJCOSX wB97M-V def2-TZVPD def2/J DEFGRID3
* xyz -1 1
C 1.384 -1.658 -0.186
C 0.487 1.694 -0.575
C 0.329 -0.770 0.608
O 2.139 -1.939 0.725
O 1.313 -1.844 -1.371
S -3.269 -0.381 0.432
S 0.256 0.832 0.987
H 1.321 2.449 -0.527
H -0.403 2.246 -0.838
H 0.944 0.950 -1.372
H 0.126 -1.135 1.632
H -4.627 -0.445 0.484
*
```

Atomic partial charges in e from the natural (NBO) method, atoms 1 to 2: number 1, C, carries 0.75; number 2, C, carries -0.81

---

Arrangement Q

# C3H5O2S2

An isolated ion of composition C3H5O2S2 and charge -1 (ωB97M-V/def2-TZVPD, OMol25).

Output
SMILES = CC(S)(S)C(=O)[O-]
E_HOMO = -4.56 eV
gap between HOMO and LUMO = 7.95 eV

```
! RIJCOSX wB97M-V def2-TZVPD def2/J DEFGRID3
* xyz -1 1
C 0.802 0.558 -0.999
C -0.679 0.309 1.026
C -0.009 -0.443 -0.113
O 1.905 0.841 -0.506
O 0.100 1.045 -1.903
S 1.230 -1.671 0.610
S -1.208 -1.437 -1.080
H -0.959 1.340 0.745
H -0.091 0.517 1.958
H -1.718 0.011 1.314
H 1.869 -0.597 1.009
H -1.243 -0.474 -2.060
*
```

Atomic partial charges in e from the natural (NBO) method, atoms 1 to 2: number 1, C, carries 0.75; number 2, C, carries -0.66

---

Which of them is the most stable? Correct choice: arrangement Q.

---

Arrangement P

# C3H5O2S2

A 3-piece molecular cluster, C3H5O2S2 overall (ωB97M-V/def2-TZVPD, OMol25).

Output
E_HOMO = -4.38 eV
gap between HOMO and LUMO = 5.16 eV

```
! RIJCOSX wB97M-V def2-TZVPD def2/J DEFGRID3
* xyz -1 1
C 0.979 -0.119 -0.848
C -2.057 0.234 -0.265
O -2.254 1.090 0.554
O -1.934 0.188 -1.464
C 1.189 -0.110 0.479
S -2.740 -1.749 0.563
S 3.428 1.483 0.913
H 1.515 0.649 -1.404
H 0.403 -0.870 -1.371
H 2.281 0.028 0.828
H 0.686 0.377 1.315
H -1.496 -1.200 0.699
*
```

Atomic partial charges in e from the natural (NBO) method, atoms 1 to 2: number 1, C, carries -0.22; number 2, C, carries 0.86

---

Arrangement Q

# C3H5O2S2

A 2-piece molecular cluster, C3H5O2S2 overall (ωB97M-V/def2-TZVPD, OMol25).

Output
E_HOMO = -4.59 eV
gap between HOMO and LUMO = 6.13 eV

```
! RIJCOSX wB97M-V def2-TZVPD def2/J DEFGRID3
* xyz -1 1
C -0.360 -1.239 0.583
C -1.755 -1.823 0.216
O -2.375 -2.426 1.122
O -2.140 -1.460 -0.928
C -0.147 0.153 -0.051
S 1.312 0.942 0.585
S 1.731 2.265 -0.983
H -0.151 -1.263 1.654
H 0.319 -1.998 0.091
H 0.118 0.022 -1.119
H -1.121 0.766 -0.029
H 2.381 -0.489 -0.173
*
```

Atomic partial charges in e from the natural (NBO) method, atoms 1 to 2: number 1, C, carries -0.54; number 2, C, carries 0.76

---

Which of them is the most stable? Correct choice: arrangement Q.

---

Arrangement P

# C3H12NS

A 2-piece molecular cluster, C3H12NS overall (ωB97M-V/def2-TZVPD, OMol25).

Output
E_HOMO = -12.78 eV
gap between HOMO and LUMO = 9.36 eV

```
! RIJCOSX wB97M-V def2-TZVPD def2/J DEFGRID3
* xyz 1 1
C 1.234 -0.350 2.303
N 1.042 0.877 1.458
H 1.532 -0.071 3.302
H 1.937 -0.993 1.792
H 0.298 -0.895 2.221
H 1.901 1.306 1.117
H 0.375 0.619 0.697
H 0.541 1.546 2.044
C -1.933 -1.187 -1.143
S -1.213 0.448 -0.783
C -0.033 0.753 -2.138
H -1.686 -1.825 -0.294
H -2.981 -1.033 -1.285
H -1.589 -1.630 -2.073
H 0.336 -0.201 -2.464
H 0.752 1.398 -1.768
H -0.513 1.238 -2.987
*
```

Atomic partial charges in e from the natural (NBO) method, atoms 1 to 2: number 1, C, carries -0.42; number 2, N, carries -0.71

---

Arrangement Q

# C3H12NS

A 2-piece molecular cluster, C3H12NS overall (ωB97M-V/def2-TZVPD, OMol25).

Output
E_HOMO = -12.61 eV
gap between HOMO and LUMO = 9.11 eV

```
! RIJCOSX wB97M-V def2-TZVPD def2/J DEFGRID3
* xyz 1 1
C -2.670 0.404 -1.153
N -1.321 1.008 -0.926
H -3.150 0.249 -0.198
H -2.566 -0.533 -1.675
H -3.277 1.107 -1.711
H -1.234 1.556 -0.069
H -0.574 0.286 -0.857
H -1.004 1.625 -1.676
C 0.653 -1.402 1.053
S 1.511 -0.526 -0.284
C 2.861 0.163 0.722
H -0.231 -1.887 0.647
H 1.304 -2.168 1.445
H 0.374 -0.717 1.852
H 3.524 0.789 0.137
H 3.388 -0.684 1.161
H 2.413 0.732 1.531
*
```

Atomic partial charges in e from the natural (NBO) method, atoms 1 to 2: number 1, C, carries -0.42; number 2, N, carries -0.69

---

Which of them is the most stable? Correct choice: arrangement Q.